Entry 1:
Here is 2 unconnected molecules or ions with the total composition C3H11N4 from the Open Molecules 2025 dataset. Energies are from ωB97M-V/def2-TZVPD.

```
! wB97M-V def2-TZVPD RIJCOSX def2/J DEFGRID3
* xyz 1 1
N -0.957 2.089 2.545
C -0.637 1.641 1.353
N 0.562 1.546 0.877
H -0.278 2.337 3.248
H -1.922 2.129 2.828
H -1.473 1.368 0.716
H 0.706 1.096 -0.064
H 1.357 1.747 1.467
C -0.267 -1.762 -1.273
C 0.816 -1.005 -1.211
N 0.840 0.373 -1.640
N -0.338 -3.118 -0.941
H -1.160 -1.339 -1.715
H 1.761 -1.357 -0.819
H 0.101 0.545 -2.312
H 1.703 0.560 -2.138
H -1.228 -3.413 -0.568
H 0.415 -3.438 -0.351
*
```

- Orbital gap: 8.110 eV
- Energy above the lowest of the compared OMol25 structures with the same formula, charge and spin: 55.2 kJ/mol
- HOMO level: -0.40871 Eh
- Molecular weight: 103.1 g/mol

Entry 2:
Here is a molecular structure, C28H25ClN4PSSc from the Open Molecules 2025 dataset. Energies are from ωB97M-V/def2-TZVPD.

```
! wB97M-V def2-TZVPD RIJCOSX def2/J DEFGRID3
* xyz 2 1
Sc 0.253 -1.545 0.228
Cl -2.382 -1.336 0.055
C -2.907 0.016 1.032
C -4.189 0.038 1.547
C -4.595 1.135 2.295
C -3.725 2.191 2.523
C -2.437 2.156 2.017
C -2.014 1.065 1.260
P -0.362 1.052 0.476
C 0.620 2.172 1.517
C 0.643 3.553 1.332
C 1.447 4.333 2.145
C 2.204 3.753 3.151
C 2.136 2.385 3.372
C 1.355 1.592 2.552
C -0.702 1.999 -1.049
C -1.989 2.150 -1.562
C -2.193 2.947 -2.675
C -1.128 3.594 -3.279
C 0.158 3.424 -2.787
C 0.376 2.615 -1.686
H -4.866 -0.780 1.360
H -5.596 1.165 2.697
H -4.051 3.044 3.098
H -1.751 2.970 2.206
H 0.034 4.013 0.566
H 1.479 5.401 1.994
H 2.843 4.364 3.769
H 2.698 1.943 4.180
H 1.293 0.511 2.717
H -2.836 1.672 -1.091
H -3.194 3.078 -3.053
H -1.297 4.241 -4.123
H 0.987 3.939 -3.245
H 1.377 2.487 -1.292
C 3.895 -1.059 1.108
C 3.214 -2.281 1.634
C 3.884 -3.244 2.379
C 3.159 -4.347 2.822
N 1.887 -4.505 2.520
C 1.293 -3.577 1.802
S -0.355 -3.730 1.348
N 1.903 -2.426 1.353
H 4.797 -0.848 1.675
H 3.223 -0.193 1.158
H 4.193 -1.224 0.069
H 4.932 -3.136 2.595
H 3.600 -5.119 3.437
N -1.315 -4.190 -5.186
C -0.823 -3.552 -4.132
C -1.045 -2.171 -3.919
C -0.558 -1.559 -2.795
N 0.157 -2.199 -1.831
C 0.413 -3.517 -2.063
C -0.034 -4.206 -3.157
H -1.869 -3.708 -5.876
H -1.131 -5.171 -5.329
H -1.611 -1.601 -4.639
H -0.721 -0.492 -2.646
H 1.018 -4.026 -1.312
H 0.201 -5.255 -3.261
*
```

- Orbital gap: 7.736 eV
- Energy above the lowest of the compared OMol25 structures with the same formula, charge and spin: 31.4 kJ/mol
- HOMO level: -0.51612 Eh
- Molecular weight: 561.0 g/mol

Entry 3:
Here is a molecular structure, C3H2FO3Rb from the Open Molecules 2025 dataset. Energies are from ωB97M-V/def2-TZVPD.

```
! wB97M-V def2-TZVPD RIJCOSX def2/J DEFGRID3
* xyz 0 1
O 0.848 1.704 -0.844
C 0.957 1.360 0.396
C 1.031 0.057 0.807
H 0.820 2.112 1.193
H 1.177 -0.324 1.814
F 1.495 -0.813 -0.193
Rb 0.591 -0.143 -3.075
O -2.685 -1.347 1.051
O -2.063 -1.285 -1.160
C -2.169 -1.322 0.011
*
```

- Orbital gap: 5.507 eV
- Energy above the lowest of the compared OMol25 structures with the same formula, charge and spin: 70.0 kJ/mol
- HOMO level: -0.23051 Eh
- Molecular weight: 190.5 g/mol

Entry 4:
Here is a molecular structure, C9H21N3O2SSeSiTl from the Open Molecules 2025 dataset. Energies are from ωB97M-V/def2-TZVPD.

```
! wB97M-V def2-TZVPD RIJCOSX def2/J DEFGRID3
* xyz -1 1
Tl 1.583 -1.603 -0.564
N 0.447 -3.943 -0.973
C 1.374 -4.448 -2.001
C 1.581 -3.373 -3.156
O 2.160 -3.670 -4.205
O 1.134 -2.206 -2.863
H 0.247 -4.546 -0.160
H -0.406 -3.525 -1.418
H 0.998 -5.321 -2.543
H 2.335 -4.704 -1.582
C 0.135 1.896 -2.502
Si -1.547 1.313 -1.913
C -2.609 2.611 -1.028
C -2.501 0.840 -3.564
Se -1.177 -0.579 -0.695
H 0.066 2.908 -2.907
H 0.664 1.260 -3.170
H 0.783 2.038 -1.619
H -2.296 3.586 -1.488
H -2.467 2.651 0.081
H -3.642 2.412 -1.296
H -2.260 1.719 -4.255
H -3.635 0.783 -3.501
H -2.084 -0.106 -3.942
S 1.897 -1.895 2.478
C 1.187 -0.458 3.014
N 1.879 0.252 3.934
C 1.483 1.550 4.480
C 0.560 2.195 3.435
C -0.552 1.295 2.940
N 0.043 -0.007 2.525
H 2.665 -0.265 4.333
H 2.372 2.134 4.778
H 0.888 1.398 5.372
H 1.224 2.429 2.581
H 0.207 3.139 3.746
H -1.096 1.712 2.107
H -1.225 1.029 3.783
H -0.415 -0.502 1.759
*
```

- Orbital gap: 6.089 eV
- Energy above the lowest of the compared OMol25 structures with the same formula, charge and spin: 95.3 kJ/mol
- HOMO level: -0.13587 Eh
- Molecular weight: 546.8 g/mol

So what do the calculations give for E_tot? Going down the list: -9243.6710, -88739.3011, -12657.9849, -106996.3540 eV.